Molecular formula: C40H74F6O20
Method: DFT, ωB97M-V/def2-TZVPD

Geometry as XYZ:
```
140
Properties=species:S:1:pos:R:3
F 2.679 3.986 -6.276
F 8.549 2.980 -4.167
F 4.606 4.203 -5.304
F 9.601 2.809 -2.259
F 7.504 3.365 -2.242
F 3.173 2.652 -4.581
O 6.749 0.889 -2.778
O 2.762 6.189 -4.434
O 0.810 1.813 8.989
O 0.193 -6.879 -4.277
O -5.904 -1.941 -5.854
O 0.358 -0.203 -2.473
O 0.698 3.864 6.755
O -5.751 -1.588 -3.703
O 1.006 -5.673 4.193
O 6.411 1.859 4.409
O 8.995 0.261 -2.801
O 3.004 -6.212 3.393
O -7.013 4.649 -1.597
O -4.292 2.027 3.875
O -5.503 4.319 -4.469
O -3.791 -0.225 4.096
O -1.553 -7.331 -5.680
O 5.512 -0.388 5.944
O 1.901 4.414 -3.153
O 1.733 -0.604 -0.079
C -5.306 3.560 -5.664
C 4.934 -1.600 6.520
C 0.501 -0.003 -0.091
C -2.954 -7.424 -5.691
C 6.781 2.988 3.699
C -4.340 -1.480 3.680
C 8.087 1.114 -2.820
C 1.220 5.258 -2.228
C 3.296 3.907 -5.110
C -1.023 -7.101 -4.483
C -3.270 -6.789 -4.313
C -5.669 4.626 -2.058
C 2.451 -0.187 1.092
C 1.724 -5.896 3.231
C 3.669 -6.253 2.131
C -4.943 -1.192 2.383
C 5.758 2.102 5.733
C 1.393 -5.896 1.744
C -7.867 -3.140 -6.122
C -0.452 3.590 7.611
C 6.276 -0.407 -2.549
C -2.052 -7.110 -3.425
C 0.757 0.548 9.624
C -7.261 5.666 -0.727
C 2.766 -5.604 1.174
C -0.290 -0.563 -1.290
C -5.451 3.598 -3.213
C -6.653 -2.654 -6.830
C 2.656 4.948 -4.183
C -5.300 0.292 2.407
C 2.221 5.887 -1.218
C -0.376 2.108 8.158
C -0.134 -0.893 -3.628
C 4.797 0.923 6.139
C -6.361 -2.111 -4.625
C 6.155 -1.280 -3.840
C 0.594 3.556 5.388
C 8.420 2.616 -2.902
C -7.544 -3.057 -4.608
C -4.414 0.825 3.521
H 0.599 -0.820 -4.432
H -6.848 5.601 0.279
H -8.684 -2.465 -6.377
H -1.960 -6.396 -2.607
H 6.553 2.223 6.469
H 0.623 -0.193 8.836
H -8.324 5.884 -0.621
H 5.389 -0.918 -4.527
H -0.230 4.068 4.891
H -3.302 -5.700 -4.338
H -8.079 -4.141 -6.499
H 3.930 -1.784 6.138
H -1.300 -0.152 -1.293
H 4.620 -5.719 2.130
H -5.022 -1.907 4.415
H 6.795 -0.999 -1.796
H -5.721 -1.930 2.188
H -6.954 -1.948 -7.604
H 1.648 0.322 10.209
H -0.304 1.439 7.300
H -5.403 4.175 -6.559
H -3.630 -2.288 3.503
H 0.611 1.079 -0.161
H 7.143 -1.294 -4.298
H -5.106 0.786 1.455
H -6.141 2.762 -3.099
H 3.048 6.364 -1.744
H 2.682 5.167 -0.543
H 4.852 -1.520 7.604
H 0.774 6.065 -2.808
H -1.048 -0.454 -4.027
H -7.179 -4.000 -4.200
H -3.284 -8.463 -5.656
H -4.318 3.104 -5.593
H -6.329 0.384 2.755
H -5.084 4.361 -1.177
H -5.979 -3.397 -7.257
H -8.366 -2.769 -3.953
H 6.301 2.869 2.727
H -0.411 -1.640 -1.173
H 1.055 -6.917 1.566
H -4.252 -7.013 -3.896
H 2.902 0.805 1.089
H 5.273 3.078 5.728
H -0.034 -0.318 0.805
H -0.348 -1.940 -3.415
H -1.219 1.935 8.827
H -5.321 5.612 -2.365
H 1.508 3.888 4.897
H 6.395 3.953 4.028
H -6.001 2.734 -5.814
H -1.401 3.934 7.200
H 1.845 -0.520 1.935
H 3.941 -7.277 1.873
H 0.598 -5.206 1.462
H 2.902 -4.523 1.148
H 0.379 2.494 5.270
H 1.735 6.622 -0.576
H 7.869 2.950 3.644
H -6.847 6.641 -0.985
H 0.373 4.725 -1.795
H 3.335 -0.824 1.050
H -4.452 3.171 -3.124
H -0.406 4.221 8.498
H 2.952 -5.871 0.134
H 3.796 0.984 5.711
H -0.096 0.498 10.301
H -4.055 -1.301 1.760
H 4.638 0.990 7.215
H 5.793 -2.264 -3.542
H 5.230 -0.359 -2.246
H -2.055 -8.133 -3.048
H 5.614 -2.441 6.385
H -3.439 -6.785 -6.428
```

Results
Max |F| in hartree/bohr: 0.10481
Energy relative to the best compared isomer or geometry (same formula, charge and spin) in kJ/mol: 486.3
Multiplicity: 1
Kohn-Sham gap in eV: 9.18
SMILES: CCOC(=O)C(F)(F)F.CCOC(=O)C(F)(F)F.O=C1CCCO1.O=C1CCCO1.O=C1CCCO1.O=C1CCCO1.COCCOC.COCCOC.COCCOC.COCCOC
HOMO level in eV: -9.309
Total charge: 0

---

Molecular formula: C40H75Cl24F3N2O5S
Method: DFT, ωB97M-V/def2-TZVPD

Geometry as XYZ:
```
150
Properties=species:S:1:pos:R:3
Cl -0.976 -3.484 -7.577
Cl 3.625 6.410 -2.157
Cl -7.452 2.626 8.997
Cl 4.097 -1.092 -9.193
Cl -7.709 -3.632 11.852
Cl -3.393 -4.330 11.425
Cl -0.518 -5.367 7.037
Cl -2.277 -1.874 13.482
Cl 3.566 3.278 -7.274
Cl -6.723 -3.660 15.107
Cl -5.108 -3.437 8.618
Cl 2.973 3.643 -4.009
Cl -4.139 -1.603 4.573
Cl 6.341 2.173 -8.921
Cl 7.800 7.637 -6.788
Cl -4.291 -0.672 10.421
Cl 7.610 -3.504 -11.157
Cl -8.321 -0.099 7.171
Cl 9.595 -1.734 -9.022
Cl -1.622 -5.300 3.824
Cl -6.847 -3.665 4.546
Cl 0.756 -1.544 -9.567
Cl 4.493 6.863 -6.743
Cl -1.153 -5.444 -4.794
S -0.290 1.190 0.374
F 4.867 -1.200 -0.300
F 3.285 -2.202 -1.324
F 3.925 -0.207 -1.943
O -1.017 2.532 -2.250
O -1.040 2.354 0.776
O -1.324 0.332 -0.513
O -1.341 3.769 -2.859
O 0.204 0.475 1.535
N -2.389 0.027 -3.078
N 1.299 3.105 -0.832
C -1.361 -2.042 0.824
C -9.177 1.462 7.225
C 3.224 -1.438 -10.711
C 7.079 -2.491 -9.786
C 2.504 1.137 0.044
C 1.210 1.663 -0.621
C 6.471 8.593 -7.491
C -0.786 -0.748 -1.291
C -0.037 -4.743 4.420
C -5.985 -1.885 8.646
C 0.465 -5.586 5.565
C -5.053 -0.712 8.806
C -5.220 -4.033 3.916
C 3.074 6.356 -3.855
C 0.077 1.967 -2.932
C 6.269 2.928 -7.307
C 0.470 -0.388 -2.134
C -2.439 -0.358 -4.507
C -6.106 -3.159 12.487
C 7.964 -1.288 -9.588
C 0.349 -4.419 -6.840
C 3.665 -0.989 -0.892
C -5.704 -3.991 13.678
C -0.618 -2.074 -0.460
C 5.208 8.495 -6.673
C -0.133 -5.712 -6.231
C 1.863 -0.792 -10.742
C 0.973 1.075 -2.055
C 1.436 3.853 1.627
C -4.138 -3.383 4.738
C 0.276 4.854 1.909
C 2.133 5.211 -4.113
C 5.022 2.559 -6.543
C -2.048 -1.786 1.775
C -1.762 -3.614 11.438
C -1.923 -1.112 -2.295
C 2.707 -0.394 0.135
C 1.974 3.916 0.188
C -8.225 2.619 7.391
C -1.326 -3.234 12.830
H -2.794 -1.631 2.531
H -1.770 -2.755 10.770
H -1.466 4.351 -2.098
H 1.065 -4.633 -7.633
H -1.086 -2.893 -1.023
H -0.135 -3.699 4.707
H -2.981 -1.310 -4.650
H 3.948 6.289 -4.495
H 1.419 -0.920 -11.728
H 3.839 -1.052 -11.523
H -2.752 -1.459 -1.653
H 1.234 -1.139 -1.911
H 0.068 5.498 1.051
H 0.462 -6.644 5.313
H -3.330 0.271 -2.802
H -0.709 -6.298 -6.944
H -6.718 -1.930 9.450
H 1.483 -5.294 5.816
H -0.632 4.321 2.196
H 7.053 -3.117 -8.897
H -0.284 -2.916 12.814
H -6.145 -2.102 12.742
H 3.072 3.793 0.228
H 6.063 -2.161 -10.004
H 3.324 1.620 -0.502
H 0.683 2.785 -3.336
H -5.181 -3.713 2.877
H 4.880 1.481 -6.491
H -5.392 -3.285 11.663
H -0.307 1.418 -3.805
H 2.261 4.176 2.277
H -9.718 1.562 6.285
H 5.390 8.737 -5.628
H 8.072 -0.718 -10.507
H 1.301 5.197 -3.410
H 1.921 0.272 -10.526
H 3.151 -0.628 1.106
H 0.720 -6.307 -5.907
H -1.626 -1.964 -2.911
H -3.158 -3.730 4.401
H 3.153 -2.518 -10.820
H 5.093 2.946 -5.528
H -9.901 1.420 8.034
H -5.768 -5.055 13.460
H 0.229 -0.563 -3.188
H 0.656 -4.805 3.583
H 7.150 2.589 -6.764
H 0.550 5.488 2.761
H 2.569 7.300 -4.055
H -5.102 -5.115 3.948
H 2.604 1.496 1.070
H 6.806 9.628 -7.524
H -1.420 -4.070 13.519
H -4.681 -3.757 13.958
H 6.342 4.005 -7.440
H -4.260 -0.731 8.061
H 1.888 3.196 -1.658
H -5.612 0.216 8.692
H -8.768 3.558 7.294
H 0.835 -3.787 -6.101
H -1.411 -0.548 -4.832
H -6.516 -1.807 7.703
H 6.311 8.249 -8.510
H -1.081 -4.360 11.029
H 1.160 2.856 1.976
H 1.732 -0.878 0.146
H -4.242 -3.619 5.795
H 1.726 5.285 -5.121
H -7.439 2.597 6.640
H 4.462 9.186 -7.061
H 0.429 -2.364 -0.331
H 7.532 -0.637 -8.829
H -2.944 0.401 -5.107
H 1.851 4.961 -0.128
H 1.963 1.084 -2.533
```

Results
Max |F| in hartree/bohr: 0.07176
Multiplicity: 1
Kohn-Sham gap in eV: 8.99
HOMO level in eV: -8.898
Total charge: 0

---

no.,E_LUMO (eV)
1,-0.131
2,0.088